Entry 1:
C2H5NO2 | ωB97M-V with the def2-TZVPD basis set

```
! RIJCOSX wB97M-V def2-TZVPD def2/J DEFGRID3
* xyz 0 1
N 2.028 -0.022 0.194
C 0.770 0.413 0.169
O -0.009 -0.600 -0.202
C -1.428 -0.310 -0.231
O -1.734 1.027 -0.138
H 2.282 -0.987 0.001
H 2.769 0.626 0.407
H -1.785 -0.679 -1.197
H -1.864 -0.897 0.591
H -1.028 1.428 0.407
*
```

---

Entry 2:
C27H63N9O9 | ωB97M-V with the def2-TZVPD basis set

Results
* SMILES: CNC(C)=O.CNC(C)=O.CNC(C)=O.CNC(C)=O.CNC(C)=O.CNC(C)=O.CNC(C)=O.CNC(C)=O.CNC(C)=O

```
! RIJCOSX wB97M-V def2-TZVPD def2/J DEFGRID3
* xyz 0 1
C 1.065 -12.375 -3.286
N 1.594 -13.727 -3.368
C 2.541 -14.107 -4.240
C 3.030 -15.524 -4.086
O 3.037 -13.349 -5.066
H 1.302 -11.786 -4.163
H 1.331 -11.944 -2.322
H -0.026 -12.471 -3.317
H 1.165 -14.382 -2.734
H 2.185 -16.213 -3.991
H 3.627 -15.654 -3.182
H 3.640 -15.776 -4.946
C 3.867 -21.332 0.525
N 2.722 -20.468 0.543
C 1.895 -20.393 -0.537
C 0.688 -19.492 -0.325
O 2.055 -21.053 -1.548
H 3.603 -22.385 0.650
H 4.552 -21.069 1.333
H 4.431 -21.207 -0.398
H 2.440 -19.904 1.334
H -0.177 -20.001 -0.742
H 0.852 -18.507 -0.756
H 0.492 -19.381 0.743
C -2.215 -10.592 4.134
N -2.286 -11.875 4.808
C -2.213 -13.066 4.172
C -2.254 -14.290 5.056
O -2.171 -13.167 2.945
H -2.630 -10.662 3.132
H -1.178 -10.270 4.018
H -2.781 -9.845 4.684
H -2.054 -11.870 5.787
H -1.313 -14.837 5.008
H -3.013 -14.957 4.645
H -2.530 -14.065 6.084
C -5.082 -10.646 1.372
N -4.643 -12.040 1.363
C -5.453 -13.058 0.990
C -4.896 -14.450 1.193
O -6.548 -12.868 0.483
H -5.769 -10.467 0.553
H -4.191 -10.023 1.313
H -5.575 -10.422 2.323
H -3.755 -12.249 1.792
H -3.954 -14.399 1.740
H -4.665 -14.843 0.197
H -5.607 -15.150 1.620
C -2.045 -13.420 -1.009
N -1.658 -14.473 -0.097
C -0.396 -14.960 -0.039
C -0.111 -15.956 1.046
O 0.479 -14.574 -0.804
H -2.483 -12.592 -0.443
H -2.803 -13.769 -1.707
H -1.180 -13.021 -1.527
H -2.199 -14.548 0.749
H -0.959 -16.633 1.187
H 0.033 -15.496 2.026
H 0.760 -16.553 0.794
C -4.563 -13.992 -4.973
N -3.272 -13.967 -5.632
C -2.217 -13.252 -5.193
C -1.004 -13.322 -6.098
O -2.268 -12.624 -4.140
H -5.304 -14.435 -5.634
H -4.929 -12.967 -4.843
H -4.519 -14.479 -4.003
H -3.173 -14.467 -6.498
H -0.704 -14.380 -6.080
H -0.121 -12.842 -5.693
H -1.263 -13.059 -7.119
C 3.425 -13.176 -0.003
N 2.386 -13.116 0.999
C 2.039 -11.912 1.557
C 0.870 -12.042 2.514
O 2.569 -10.856 1.291
H 4.348 -12.749 0.384
H 3.149 -12.583 -0.880
H 3.610 -14.211 -0.274
H 1.578 -13.699 0.851
H 0.658 -11.096 3.001
H 0.994 -12.849 3.235
H -0.006 -12.306 1.911
C -2.805 -9.535 -1.476
N -2.337 -9.712 -2.841
C -1.142 -9.184 -3.208
C -0.717 -9.474 -4.638
O -0.507 -8.433 -2.493
H -2.522 -8.562 -1.089
H -2.373 -10.307 -0.830
H -3.892 -9.612 -1.449
H -2.641 -10.553 -3.308
H -0.856 -8.533 -5.175
H -1.334 -10.223 -5.129
H 0.343 -9.710 -4.664
C 3.742 -20.260 4.023
N 3.059 -19.128 4.603
C 2.319 -18.273 3.864
C 1.841 -17.055 4.599
O 2.071 -18.455 2.680
H 4.450 -19.907 3.269
H 3.060 -20.965 3.548
H 4.333 -20.763 4.783
H 3.025 -19.053 5.604
H 1.313 -16.364 3.948
H 2.657 -16.494 5.056
H 1.147 -17.340 5.397
*
```

---

Entry 3:
C21H23BrN5O3PdS | ωB97M-V with the def2-TZVPD basis set

Results
* expectation value of S²: 2.01

```
! RIJCOSX wB97M-V def2-TZVPD def2/J DEFGRID3
* xyz 1 3
Pd 0.611 -0.413 -0.259
O 1.970 -0.489 1.651
S 3.024 -1.179 0.829
N 2.616 -1.265 -0.598
Br -0.229 0.018 -2.991
C -1.802 0.297 -1.946
C -2.999 0.649 -2.535
C -4.091 0.797 -1.693
C -3.939 0.587 -0.329
C -2.692 0.236 0.155
N -1.635 0.096 -0.649
H -3.073 0.796 -3.602
H -5.054 1.070 -2.103
H -4.772 0.691 0.351
H -2.518 0.066 1.209
C 1.360 4.093 -0.352
C 1.594 2.624 -0.451
C 2.967 2.143 -0.801
O 0.673 1.843 -0.238
H 2.088 4.532 0.332
H 0.348 4.306 -0.019
H 1.537 4.546 -1.331
H 3.586 2.927 -1.229
H 2.905 1.290 -1.477
H 3.437 1.798 0.124
C 1.542 0.715 -7.414
C 1.473 -0.399 -6.404
C 2.140 -0.319 -5.186
C 2.097 -1.360 -4.272
C 1.378 -2.516 -4.560
N 1.314 -3.501 -3.551
C 0.658 -4.697 -3.595
O 0.241 -5.243 -4.587
N 0.445 -5.269 -2.328
C 0.333 -4.608 -1.113
C 0.427 -5.280 0.107
C 0.323 -4.564 1.286
C 0.193 -3.184 1.240
N 0.097 -2.548 0.074
C 0.108 -3.238 -1.063
C 0.705 -2.619 -5.773
C 0.761 -1.564 -6.672
H 1.912 1.636 -6.964
H 0.562 0.915 -7.848
H 2.213 0.453 -8.234
H 2.714 0.570 -4.950
H 2.618 -1.277 -3.324
H 1.821 -3.274 -2.708
H 0.143 -6.230 -2.382
H 0.579 -6.352 0.123
H 0.383 -5.066 2.241
H 0.196 -2.576 2.135
H -0.024 -2.667 -1.973
H 0.155 -3.516 -6.013
H 0.235 -1.657 -7.615
*
```

---

The following F_max values (in hartree/bohr) correspond, in order, to the records above: 0.0098 0.0262 0.0099.
The following ΔE to the lowest compared entry with this formula, charge and spin values (in eV) correspond, in order, to the records above: 2.266 0.588 0.410.
The following energy values (in eV) correspond, in order, to the records above: -7738.4850 -60864.1061 -120094.7024.